#P
Here is the molecule C2H6N4O from OMol25. Energies are from wB97M-V/def2-TZVPD.

Last column: Löwdin charge in e.
Geometry (Å):
O 2.30 -1.31 1.10  -0.1355
N -2.02 2.05 -0.67  -0.0176
N 0.17 -1.54 -0.22  -0.0114
N -0.37 0.54 -0.26  -0.0203
N -0.71 1.76 -0.27  -0.0450
C 0.60 -0.24 0.27  -0.3822
C 1.67 -0.07 1.27  -0.0338
H -2.54 1.49 -1.40  0.0979
H -0.08 -2.14 0.59  0.0808
H 1.00 -2.15 -0.57  0.1119
H -1.95 3.10 -0.89  0.1152
H -0.99 -0.15 -0.81  0.1681
H 2.90 -1.34 1.85  0.0720

Kohn-Sham gap (alpha / beta)   7.44 / 7.66 eV
HOMO energy (alpha / beta)   -7.490 / -7.508 eV
Net charge   0
E_LUMO (alpha / beta)   -0.05 / 0.16 eV

***

#Q
Here is the molecule C2H6N4O from OMol25. Energies are from wB97M-V/def2-TZVPD.

Last column: Löwdin charge in e.
Geometry (Å):
O 1.59 -1.77 -0.37  0.0490
N 1.38 0.44 -0.11  -0.0545
N 0.77 1.61 0.36  -0.0055
N -1.62 -0.74 0.33  -0.0427
N -1.47 0.15 -0.68  -0.0610
C 0.84 -0.89 -0.01  -0.4228
C -0.52 -1.12 0.76  -0.1053
H -2.44 0.36 -1.07  0.1227
H 2.27 0.50 -0.56  0.1218
H -0.47 -1.85 1.62  0.1307
H -0.17 1.83 -0.07  0.0882
H 0.77 1.52 1.35  0.0622
H -0.92 -0.05 -1.54  0.1174

Kohn-Sham gap   10.44 eV
SMILES   N/N=C\C(=O)NN
HOMO energy   -9.633 eV
Net charge   0
E_LUMO   0.81 eV

***

In terms of stability, #Q leads; the second structure lies 3.595 eV higher.

***

#P
Here is the molecule C4H4Br2 from OMol25. Energies are from wB97M-V/def2-TZVPD.

Last column: Löwdin charge in e.
Geometry (Å):
Br -2.23 0.25 -0.13  0.7637
Br 2.42 0.01 -0.13  0.7582
C -0.59 -0.66 -0.13  -0.7353
C 0.27 1.82 0.00  -0.1350
C 0.65 0.57 -0.22  -0.7755
C -0.39 -1.90 0.03  -0.0859
H 1.18 2.45 0.06  0.0579
H -1.25 -2.57 0.19  0.0782
H -0.65 2.33 0.27  0.0264
H 0.61 -2.30 0.05  0.0472

Kohn-Sham gap   10.31 eV
SMILES   C=C(Br)C(=C)Br
HOMO energy   -9.666 eV
Net charge   0
E_LUMO   0.65 eV

***

#Q
Here is C4H4Br2 as an isolated structure from OMol25. Energies are from wB97M-V/def2-TZVPD.

Last column: Löwdin charge in e.
Geometry (Å):
Br 2.05 -1.59 -0.04  0.6815
Br 2.07 1.62 0.01  0.6267
C -0.16 0.19 -1.22  -0.0875
C -0.35 0.04 0.25  -0.4586
C 0.98 -0.02 -0.20  -1.1946
C -1.12 -0.17 1.24  0.0648
H -2.28 -0.09 1.07  0.1208
H -0.34 -0.73 -1.72  0.1025
H -0.71 -0.42 2.21  0.0738
H -0.15 1.16 -1.60  0.0706

Kohn-Sham gap   10.41 eV
HOMO energy   -10.036 eV
Net charge   0
E_LUMO   0.37 eV

***

In terms of stability, #P leads; the second structure lies 0.066 eV higher.